One molecule with the formula C8H11N2OP in a non-equilibrium geometry. Source: OMol25; level of theory: wB97M-V/def2-TZVPD.

```
! wB97M-V def2-TZVPD RIJCOSX def2/J DEFGRID3
* xyz 0 1
C -2.257 -0.296 1.309
N -1.175 0.407 1.959
C -1.465 0.343 3.375
P 0.271 0.954 1.368
N 1.187 -0.554 0.758
C 1.303 -0.363 -0.652
C 2.088 -0.990 -1.552
C 2.096 -0.632 -2.899
C 1.207 0.309 -3.403
C 0.374 1.060 -2.510
C 0.537 0.778 -1.162
O -0.207 1.313 -0.194
H -1.806 -0.411 0.263
H -2.396 -1.354 1.758
H -3.268 0.112 1.416
H -0.675 0.962 3.970
H -2.492 0.640 3.451
H -1.671 -0.762 3.702
H 2.130 -0.628 1.242
H 2.781 -1.746 -1.289
H 2.636 -1.317 -3.537
H 1.079 0.482 -4.410
H -0.278 1.693 -2.961
*
```

Structure (SMILES) = CN(C)P1Nc2ccccc2O1
Gap between HOMO and LUMO = 8.6 eV
ΔE to the lowest compared entry with this formula, charge and spin = 0.00 kJ/mol

A 2-piece molecular cluster, C8H11N3 overall in a non-equilibrium geometry. Source: OMol25; level of theory: wB97M-V/def2-TZVPD.

```
! wB97M-V def2-TZVPD RIJCOSX def2/J DEFGRID3
* xyz 0 1
C 3.132 0.188 -0.286
N 1.944 -0.409 0.293
N 1.016 -0.573 -0.758
C -0.271 -0.684 -0.512
C -1.079 -1.095 -1.606
C -2.417 -1.345 -1.407
C -2.967 -1.139 -0.134
C -2.171 -0.681 0.863
N -0.856 -0.575 0.751
H 2.938 0.927 -1.119
H 3.907 0.573 0.412
H 3.492 -0.685 -0.782
H 1.568 0.108 1.062
H -0.478 -1.005 -2.505
H -3.046 -1.474 -2.259
H -4.025 -0.979 0.082
H -2.531 -0.211 1.843
H -0.238 -0.360 1.587
C -0.062 2.262 1.311
C 1.030 2.637 0.968
H -0.967 1.793 1.242
H 2.081 2.726 0.954
*
```

Structure (SMILES) = CN/N=c1/cccc[nH]1.C#C
Gap between HOMO and LUMO = 7.6 eV
ΔE to the lowest compared entry with this formula, charge and spin = 430.34 kJ/mol

A 2-piece molecular cluster, C8H11N3 overall in a non-equilibrium geometry. Source: OMol25; level of theory: wB97M-V/def2-TZVPD.

```
! wB97M-V def2-TZVPD RIJCOSX def2/J DEFGRID3
* xyz 0 1
C 4.078 -1.005 -0.244
C 0.320 -0.161 -0.208
C -0.638 -0.832 -1.069
C -1.926 -0.658 -1.032
C -2.477 0.239 -0.089
C -3.997 0.658 0.344
C -1.752 0.970 0.778
C -0.333 0.811 0.571
H 3.984 -2.076 0.332
H 3.663 -1.008 -1.418
H 5.179 -0.806 -0.528
H 3.938 1.358 1.142
H -0.209 -1.509 -1.927
H -2.439 -1.338 -1.746
H -3.787 0.955 1.618
H -4.849 -0.065 0.100
H -4.412 1.725 -0.146
H -2.133 1.429 1.734
H 0.354 1.848 0.901
N 3.451 -0.051 0.648
N 2.357 0.212 0.512
N 1.628 -0.696 -0.273
*
```

Gap between HOMO and LUMO = 6.2 eV
ΔE to the lowest compared entry with this formula, charge and spin = 950.77 kJ/mol

One molecule with the formula C8H11N3O in a non-equilibrium geometry. Source: OMol25; level of theory: wB97M-V/def2-TZVPD.

```
! wB97M-V def2-TZVPD RIJCOSX def2/J DEFGRID3
* xyz 0 1
C 2.242 -0.022 -0.483
C 1.962 -1.300 -0.649
C 1.479 1.143 0.098
C 0.163 1.133 0.120
C 0.693 -1.900 -0.179
C -1.572 -1.458 -0.057
C -1.546 -0.322 0.971
C -2.036 1.339 -0.661
N -0.365 -1.572 -0.812
N -1.089 0.851 0.248
N 2.313 2.139 0.518
O 0.881 -2.685 0.818
H 3.344 0.257 -0.580
H 2.620 -1.916 -1.167
H -1.744 -2.400 0.452
H -2.370 -1.375 -0.777
H -2.611 -0.188 1.339
H -0.736 -0.732 1.584
H -1.633 1.900 -1.426
H -2.507 0.452 -1.164
H -2.798 1.870 -0.094
H 1.976 2.764 1.228
H 3.334 2.021 0.672
*
```

Gap between HOMO and LUMO = 7.0 eV
ΔE to the lowest compared entry with this formula, charge and spin = 416.97 kJ/mol

One molecule with the formula C8H11N3O3S in a non-equilibrium geometry. Source: OMol25; level of theory: wB97M-V/def2-TZVPD.

```
! wB97M-V def2-TZVPD RIJCOSX def2/J DEFGRID3
* xyz 0 1
N -0.139 3.393 0.986
C -0.149 2.061 0.645
C -0.413 1.083 1.514
C -0.451 -0.320 1.189
N -0.791 -0.528 -0.138
C -0.632 -1.214 -1.180
C -1.391 -1.053 -2.448
O -2.439 -0.078 -2.127
S 0.759 -2.385 -1.174
C 1.861 -1.836 0.226
C 1.391 -1.988 1.751
O 0.681 -0.889 2.259
N -0.175 1.821 -0.704
C 0.211 2.156 -1.789
O 0.432 2.127 -2.929
H -0.132 3.694 1.927
H 0.471 3.863 0.348
H -0.408 1.312 2.596
H -1.368 -0.788 1.719
H -1.927 -1.998 -2.831
H -0.769 -0.485 -3.121
H -2.463 0.115 -1.193
H 2.126 -0.843 -0.004
H 2.786 -2.494 0.176
H 0.665 -2.841 1.986
H 2.264 -1.883 2.313
*
```

Structure (SMILES) = N/C(=C/[C@H]1N=C(CO)SCCO1)N=C=O
Gap between HOMO and LUMO = 8.8 eV
ΔE to the lowest compared entry with this formula, charge and spin = 434.95 kJ/mol

One molecule with the formula C8H11N5 in a non-equilibrium geometry. Source: OMol25; level of theory: wB97M-V/def2-TZVPD.

```
! wB97M-V def2-TZVPD RIJCOSX def2/J DEFGRID3
* xyz 0 1
C 1.759 1.005 1.003
C 1.479 0.166 -0.217
C 2.631 -0.708 -0.627
N 0.290 -0.760 -0.029
C 0.144 -2.179 0.078
N -1.144 -2.500 0.257
C -1.848 -1.392 0.063
N -3.236 -1.317 0.125
C -3.625 -0.068 -0.040
N -2.883 1.005 -0.113
C -1.570 0.941 -0.083
N -0.938 2.155 -0.120
C -0.979 -0.320 -0.019
H 1.904 0.353 1.901
H 2.655 1.555 0.858
H 0.900 1.749 1.157
H 1.244 0.908 -1.040
H 3.523 -0.166 -0.896
H 2.587 -1.374 -1.464
H 2.936 -1.371 0.210
H 0.958 -2.842 0.317
H -4.683 0.178 -0.141
H -1.772 2.716 -0.267
H -0.333 2.267 -0.915
*
```

Structure (SMILES) = CC(C)n1cnc2ncnc(N)c21
Gap between HOMO and LUMO = 9.4 eV
ΔE to the lowest compared entry with this formula, charge and spin = 22.14 kJ/mol

A 2-piece molecular cluster, C8H11N5 overall in a non-equilibrium geometry. Source: OMol25; level of theory: wB97M-V/def2-TZVPD.

```
! wB97M-V def2-TZVPD RIJCOSX def2/J DEFGRID3
* xyz 2 3
C -1.968 -3.222 3.370
C -3.427 -1.424 -0.614
C -0.397 -1.111 -1.793
C -2.596 -1.592 -1.490
C -2.212 -2.275 2.477
C -1.000 -1.379 0.511
C -3.221 -3.384 4.130
C -4.072 -2.373 3.397
N -1.531 -1.430 -2.265
N -1.336 -1.913 1.501
N -0.076 -1.044 -0.363
N -3.477 -1.731 2.382
N 8.221 7.789 -4.965
H -0.996 -3.659 3.384
H -4.233 -1.520 0.051
H 0.407 -0.853 -2.456
H -3.620 -4.283 3.746
H -3.065 -3.338 5.243
H -5.071 -2.192 3.695
H 7.285 7.555 -4.832
H 0.697 -0.504 0.010
H 9.047 7.270 -4.680
H 8.342 8.657 -4.435
H 8.299 7.955 -6.004
*
```

Gap between HOMO and LUMO (spin up / spin down) = 5.3 / 6.2 eV
ΔE to the lowest compared entry with this formula, charge and spin = 114.99 kJ/mol

An isolated ion of composition C8H11N5O2 and charge +2 in a non-equilibrium geometry. Source: OMol25; level of theory: wB97M-V/def2-TZVPD.

```
! wB97M-V def2-TZVPD RIJCOSX def2/J DEFGRID3
* xyz 2 1
C 0.354 -1.740 -3.313
C 0.179 -1.354 -1.897
C -1.153 1.765 1.734
C 1.225 -1.215 -4.150
C -0.076 0.720 -0.601
C 1.598 -1.701 0.106
C 2.605 -2.614 0.673
C -2.453 3.432 0.574
N -0.383 0.692 1.727
N -1.818 2.215 0.737
N 0.035 0.100 -1.726
N 1.039 -0.809 0.907
N 0.095 0.199 0.603
O 1.933 -0.759 -4.919
O 1.343 -1.839 -1.145
H -0.202 -2.590 -3.687
H -0.698 -1.859 -1.470
H -1.234 2.187 2.743
H 3.136 -3.127 -0.128
H 3.318 -2.095 1.313
H 2.119 -3.379 1.286
H -2.263 3.784 -0.449
H -3.539 3.262 0.579
H -2.155 4.211 1.283
H -0.053 0.640 -2.583
H 1.246 -0.815 1.910
*
```

Gap between HOMO and LUMO (spin up / spin down) = 6.7 / 6.5 eV
ΔE to the lowest compared entry with this formula, charge and spin = 419.00 kJ/mol

A 2-piece molecular cluster, C8H11NO2 overall in a non-equilibrium geometry. Source: OMol25; level of theory: wB97M-V/def2-TZVPD.

```
! wB97M-V def2-TZVPD RIJCOSX def2/J DEFGRID3
* xyz 0 1
C 2.266 -2.026 -0.912
C -1.004 -1.305 0.144
C -0.379 -0.185 0.302
C 2.092 -0.898 -0.303
C 0.038 2.186 -0.520
C -1.346 2.126 -0.009
C -0.294 1.185 0.588
C -2.455 -1.519 0.489
N 2.605 0.212 0.244
O 2.648 1.233 -0.457
O 2.879 0.194 1.451
H 3.239 -2.401 -1.206
H 1.429 -2.664 -1.167
H -0.498 -2.189 -0.222
H 0.257 1.786 -1.498
H 0.676 3.007 -0.230
H -1.706 2.907 0.643
H -2.110 1.680 -0.630
H 0.093 1.428 1.571
H -2.523 -2.207 1.330
H -2.970 -1.966 -0.361
H -2.938 -0.583 0.756
*
```

Gap between HOMO and LUMO (spin up / spin down) = 7.3 / 7.3 eV
ΔE to the lowest compared entry with this formula, charge and spin = 913.61 kJ/mol

A 3-piece molecular cluster, C8H11NO2S2 overall in a non-equilibrium geometry. Source: OMol25; level of theory: wB97M-V/def2-TZVPD.

```
! wB97M-V def2-TZVPD RIJCOSX def2/J DEFGRID3
* xyz 0 1
C 1.316 -1.455 0.503
C 0.524 -1.156 -0.796
S 1.521 -0.026 -1.685
C -0.712 -1.344 -1.251
N -1.571 -2.334 -0.767
H 0.732 -2.033 1.304
H 1.460 -0.579 1.035
H 2.234 -1.948 0.142
H 1.160 1.186 -0.975
H -0.913 -0.839 -2.192
H -1.695 -2.383 0.243
H -2.362 -2.284 -1.329
C -0.003 3.047 -0.256
C 0.122 2.142 0.807
C -0.932 1.249 0.885
S -2.052 1.563 -0.374
C -1.156 2.882 -0.984
H 0.829 3.806 -0.423
H 1.035 2.298 1.349
H -1.228 0.466 1.450
H -1.331 3.438 -1.845
O 3.642 1.001 0.981
C 4.539 0.852 0.278
O 5.503 0.721 -0.328
*
```

Structure (SMILES) = C/C(S)=C\N.c1ccsc1.O=C=O
Gap between HOMO and LUMO = 8.6 eV
ΔE to the lowest compared entry with this formula, charge and spin = 52.95 kJ/mol

Which of these has the lowest ΔE to the lowest compared entry with this formula, charge and spin?
C8H11N2OP